Below is a structure of composition C72H162F3N6NiO22, with properties calculated with wB97M-V/def2-TZVPD.

```
266
Properties=species:S:1:pos:R:3:lowdin_charge:R:1
C -0.24 -8.59 -6.69 -0.027
H 5.26 -1.61 11.87 0.115
H -2.01 -8.41 -4.37 0.095
C -4.10 4.59 -10.58 -0.051
H 3.96 -4.57 9.92 0.120
H -7.47 -2.44 -3.20 0.104
H -2.19 -6.13 6.86 0.070
C -2.00 3.57 -10.28 -0.165
C -3.72 -8.28 4.53 -0.041
H 4.23 0.69 -0.41 0.078
C 4.98 -4.30 9.67 -0.154
F 0.88 1.49 -2.41 0.199
H -2.35 -7.30 -5.75 0.089
F -1.04 0.51 -2.27 0.149
H 8.55 0.61 -11.24 0.088
H 5.57 -5.22 9.65 0.119
C -3.37 2.04 11.20 -0.037
C -7.16 4.36 -1.85 -0.226
H -4.96 6.45 9.47 0.087
C -3.25 9.15 -5.64 -0.245
H -3.29 -0.78 -8.73 0.085
H -3.05 7.15 3.36 0.117
H 7.39 -3.16 8.65 0.071
C -3.25 -7.96 5.99 -0.452
H 2.31 -5.51 -4.49 0.110
H -1.63 2.56 -0.58 0.185
O -5.51 4.03 10.30 0.001
O 5.62 0.61 -10.21 -0.003
C 6.70 -3.59 7.92 -0.032
O -5.35 1.99 -10.63 0.006
H 7.15 -1.33 10.39 0.064
H -0.68 -9.34 8.02 0.100
H 9.05 2.29 -10.98 0.084
H 4.46 -5.27 6.95 0.085
H 5.14 -0.43 -6.49 0.082
C 7.01 0.66 1.30 -0.255
H -3.75 9.98 3.06 0.073
H -1.90 1.37 -8.62 0.113
C -1.93 3.07 8.34 -0.192
H 2.45 -8.73 -2.77 0.069
H -3.82 -5.91 6.15 0.082
H 3.54 6.61 4.58 0.121
H 1.49 8.07 4.32 0.123
C -2.91 1.90 8.66 -0.093
O -6.40 3.12 -3.79 -0.064
H 6.20 -2.32 -9.48 0.086
H -1.99 5.07 7.65 0.122
H 9.61 2.04 -8.62 0.111
H -2.54 -6.15 5.11 0.078
N 6.70 0.32 -9.43 -0.143
H -5.06 4.28 11.11 0.088
H -4.59 -6.21 8.63 0.086
H 5.52 -0.84 1.12 0.109
H -3.00 -10.29 8.21 0.110
C 8.78 0.61 -7.31 -0.156
C 0.38 -5.11 -4.98 -0.191
C -5.15 1.28 9.57 -0.036
H 6.11 4.84 -3.98 0.130
C 7.80 -0.64 -7.49 -0.117
C -6.04 -2.60 -1.60 -0.228
O 5.17 0.74 -0.23 -0.070
C 0.06 -7.04 -2.18 -0.023
H 1.46 -5.00 -3.14 0.112
O -7.77 -0.75 -2.02 -0.077
H -3.38 1.40 7.82 0.106
H 1.23 -9.79 -4.30 0.098
H 3.86 -1.58 7.01 0.098
H -6.43 5.17 -3.72 0.109
H -4.30 6.31 2.35 0.115
H -4.78 0.30 9.88 0.085
O 3.47 6.71 -3.81 -0.075
C 1.78 7.40 3.51 -0.222
H -0.92 -8.33 -7.50 0.081
H -1.99 6.02 9.92 0.088
C -6.99 4.30 -3.38 -0.275
H -1.86 -6.68 -4.18 0.066
C -3.99 2.25 9.80 -0.455
H 5.84 1.09 -6.71 0.072
C 5.55 -3.60 10.88 -0.178
C 4.34 -4.23 7.26 -0.044
C 6.43 -0.46 -8.18 -0.507
H 3.79 -2.51 11.06 0.103
H -0.05 -8.07 -1.84 0.082
C -1.56 -8.74 7.79 -0.156
H -5.29 -10.26 8.73 0.077
H 3.13 -0.61 10.13 0.068
O -4.11 9.38 -3.29 -0.045
C -1.71 -7.49 -4.89 -0.039
H 9.72 0.54 -9.25 0.116
C -3.85 7.26 2.62 -0.238
H -4.95 -0.30 -9.25 0.082
C -3.58 4.84 9.15 -0.544
H 1.02 -0.65 1.14 0.084
H -4.22 8.75 -5.92 0.117
H -2.56 -0.83 -11.27 0.076
C 1.36 -5.68 -3.98 -0.148
H -1.00 -8.25 5.93 0.113
C -4.08 -8.39 8.39 -0.481
H -3.92 -6.94 10.06 0.082
H -0.93 -6.60 -2.31 0.064
H -0.22 2.52 -9.87 0.114
H 7.44 2.05 -11.52 0.074
H 1.24 6.45 3.59 0.115
H -3.89 10.91 -5.16 0.073
H 5.42 -4.19 11.79 0.110
C 0.09 -0.37 1.65 -0.065
O 4.78 -1.51 7.27 -0.034
H -4.23 -0.43 -11.80 0.081
H 7.48 0.08 2.10 0.118
C 4.04 -0.12 9.78 -0.044
C 2.46 -7.65 -2.89 -0.038
H -6.33 -1.10 -0.57 0.062
H 0.87 8.65 2.27 0.092
H -1.23 -0.06 0.04 0.108
C -0.38 1.69 -2.20 -0.545
H -3.80 6.81 8.19 0.090
H -5.30 -2.12 -2.24 0.103
H 4.34 -3.70 6.31 0.073
C -1.80 1.12 -9.68 -0.133
C -1.92 -8.72 6.27 -0.136
C 5.53 0.25 1.04 -0.226
C -7.47 -2.17 -2.15 -0.200
H -6.51 3.03 -4.74 0.092
H 1.03 -6.17 -6.53 0.111
O -4.28 9.48 3.68 -0.074
H 7.78 3.37 -8.41 0.071
O -3.33 7.69 1.37 -0.096
O -5.55 -7.82 6.60 -0.025
H -7.99 4.31 -3.82 0.123
H -2.03 -9.68 5.76 0.107
H -1.36 4.35 -10.69 0.125
H -6.24 -8.81 9.00 0.069
H 8.32 -1.38 -8.11 0.116
H 4.12 5.05 -4.90 0.125
C -2.71 5.29 10.31 -0.031
H -0.55 -1.25 1.70 0.086
H 0.88 -4.31 -5.53 0.111
C 5.45 0.25 -7.28 -0.053
N -4.41 3.68 9.55 -0.132
H 6.63 0.26 10.01 0.070
H 0.54 -6.35 -1.49 0.074
H -4.15 3.15 -13.00 0.080
H -4.94 5.52 7.87 0.092
C -4.88 8.32 3.01 -0.201
H -1.04 2.14 -11.43 0.104
H -1.92 3.78 -9.21 0.121
H 4.22 0.58 10.60 0.076
H -3.04 1.02 11.39 0.082
H -2.49 8.74 -6.31 0.128
H -2.13 4.41 10.60 0.056
H -4.58 -7.76 4.11 0.081
H -5.33 2.06 -11.58 0.078
C -3.96 0.05 -8.97 -0.040
O 3.53 6.03 2.61 -0.089
H -4.95 4.79 -11.23 0.078
H 7.85 1.95 2.20 0.083
C -3.89 -6.98 8.97 -0.025
H 6.83 -0.89 8.63 0.070
H -5.46 8.66 2.15 0.116
H 5.62 -0.02 -10.93 0.112
H -3.68 -9.37 4.44 0.075
H 6.19 6.47 -3.21 0.126
H -1.18 3.29 9.10 0.109
H 4.56 0.51 -7.86 0.086
C 5.22 -3.57 8.33 -0.469
C -3.09 8.91 -4.18 -0.268
H 3.24 -7.46 -3.62 0.079
H 4.89 6.61 -5.26 0.131
N 4.72 -2.16 8.52 -0.120
C -3.29 0.79 -10.12 -0.461
C 9.00 1.15 -8.70 -0.172
C -3.36 3.28 -10.86 -0.512
O -0.08 3.73 -0.64 0.144
Ni 2.95 6.83 -0.49 0.872
H -2.56 7.18 1.11 0.072
C -5.24 -9.23 9.09 -0.033
H 8.39 1.33 -6.60 0.100
H 6.30 2.65 -8.23 0.053
C 7.05 2.82 -9.00 -0.013
C -3.21 3.23 -12.44 -0.020
H -1.26 0.18 -9.77 0.117
H 0.19 0.07 2.64 0.082
C 4.49 5.98 -4.47 -0.243
O -6.11 -2.01 -0.34 -0.086
H 6.59 3.43 -9.78 0.077
H 2.79 -7.30 -1.91 0.080
C 3.34 7.05 3.60 -0.194
H -8.31 2.94 -1.79 0.078
C 8.21 1.59 -10.91 -0.051
O 0.07 1.65 0.22 -0.101
H -1.53 1.00 1.39 0.121
N 0.66 -8.05 -4.47 -0.113
H -2.44 2.58 11.36 0.066
H -6.86 5.35 -1.49 0.115
H -2.79 0.43 -12.32 0.061
H -0.55 -4.83 -4.50 0.101
H -1.38 2.81 7.43 0.110
H 3.88 0.46 8.88 0.072
N -3.98 2.13 -10.27 -0.101
C -1.17 2.28 -10.35 -0.204
H 7.54 -1.16 -6.57 0.111
H -4.05 0.73 -8.12 0.086
H 7.67 0.65 0.43 0.122
O 4.98 5.11 -2.32 -0.064
H 7.03 -4.62 7.75 0.082
H -3.74 9.28 -2.41 0.082
C -0.73 0.54 0.80 -0.237
H -3.50 5.48 -10.77 0.081
H 4.81 -1.68 -8.72 0.070
H -6.02 1.53 10.18 0.080
H -7.29 -0.31 -2.72 0.081
C -2.88 -6.47 6.10 -0.055
O 0.46 -9.35 -3.94 -0.031
H -2.61 -9.38 9.69 0.111
H 4.86 0.64 1.81 0.118
F -0.86 2.42 -3.25 0.122
O 6.97 1.95 1.83 -0.075
H -5.78 -3.64 -1.42 0.121
C 0.06 -6.20 -6.02 -0.144
H -6.14 -8.56 6.44 0.106
H -2.22 1.14 9.05 0.104
C 1.07 -7.11 -3.38 -0.445
C 5.05 -1.32 9.70 -0.455
H 6.87 -3.20 6.91 0.083
H -2.98 -8.09 3.76 0.074
H -5.44 1.25 8.52 0.082
H 4.35 5.57 2.79 0.090
H 3.10 7.33 -4.45 0.090
H -6.42 3.69 -1.41 0.109
H -5.67 7.86 3.61 0.117
H -2.62 2.37 -12.76 0.045
H -5.02 -9.24 10.16 0.073
C 5.55 5.63 -3.48 -0.260
H -4.12 2.32 11.95 0.084
H 5.88 -2.52 -7.66 0.084
C -2.81 -9.29 8.62 -0.106
H 6.59 -3.31 10.74 0.085
H 9.66 0.16 -6.86 0.104
H -1.25 -7.73 8.05 0.083
C -2.65 4.31 8.06 -0.191
O 1.56 7.99 2.25 -0.086
H -0.57 -5.96 -6.87 0.120
H -3.00 7.83 -4.10 0.111
H -2.08 9.23 -3.92 0.115
H -0.27 -9.65 -6.47 0.077
C -3.28 -0.03 -11.46 -0.022
C 6.54 -0.78 9.67 -0.023
C 7.65 1.44 -9.47 -0.456
H -3.26 5.79 11.11 0.088
H -2.87 -6.69 8.71 0.049
H 3.85 7.99 3.44 0.115
C -4.37 6.01 8.66 -0.030
H -3.33 4.17 7.22 0.120
H -2.54 3.97 -12.88 0.088
H -8.30 -2.71 -1.67 0.119
C 5.87 -1.88 -8.54 -0.024
H -4.40 4.70 -9.53 0.088
C -0.56 2.49 -0.80 -0.328
H 3.31 -4.28 7.61 0.081
O -3.41 10.55 -5.91 -0.068
O -8.44 3.84 -1.50 -0.059
C 4.82 -2.17 11.04 -0.093
C -0.36 -7.60 -5.50 -0.498
H 0.75 -8.45 -7.13 0.079
H 5.28 4.22 -2.14 0.099
N -4.35 -8.44 6.95 -0.117
```

The value obtained for the molar mass is 1579.80 g/mol. Its charge is +1. As for the expectation value of S²: 2.006. Its total energy is -6631.16018 a.u. The LUMO energy (spin up / spin down) comes out at -0.189 / -0.190 Eh. The calculation puts the strongest force on any atom at 3.4 eV/Å. For the gap between HOMO and LUMO (spin up / spin down), the calculation gives 0.1466 / 0.1453 Ha. The spin multiplicity is 3.